ORCA calculation (the ωB97M-V functional and the def2-TZVPD basis) on C39H37Cl2CoNO3S3 as an isolated structure at a distorted geometry.

Properties
Orbital gap (spin up / spin down) = 6.398 / 6.349 eV
HOMO energy (spin up / spin down) = -10.49 / -10.49 eV
2S+1 = 1
Net charge = +1
Strongest force on any atom = 2.106 eV Å⁻¹

Last column: Mulliken charge in e.
Element x y z (Å)
Co1 -0.43 -0.75 1.09  0.3663
Cl1 -4.61 0.61 -4.34  -0.2159
Cl2 -0.42 3.58 -2.59  -0.1545
S1 4.10 1.13 -0.67  -0.0198
S2 3.58 0.63 3.31  -0.0375
S3 2.09 -3.21 1.05  -0.1373
O1 -0.63 0.28 -0.40  0.1363
O2 1.24 -0.39 1.69  -0.4234
O3 -0.59 -1.83 -0.47  -0.7289
N1 -1.79 1.51 -4.36  0.0426
C1 -2.42 -1.80 1.81  1.2838
C2 -0.14 1.23 3.82  -2.0293
C3 0.48 1.72 -5.11  -0.1914
C4 -2.09 3.10 -2.53  1.0498
C5 2.46 -0.47 0.97  1.2215
C6 2.24 0.36 -4.22  -0.6740
C7 2.31 2.95 -0.62  -0.8944
C8 -0.97 0.19 3.15  0.6876
C9 -3.94 1.82 -3.30  0.6864
C10 -2.10 1.99 1.80  -1.9916
C11 2.61 0.78 0.13  -0.1964
C12 -0.72 -0.77 -1.14  1.0471
C13 -4.79 2.50 -2.44  -0.7808
C14 -1.34 -3.64 3.16  -2.1907
C15 -0.73 -1.20 3.43  1.4883
C16 5.15 0.15 3.78  -0.5635
C17 -1.93 0.56 2.21  1.4246
C18 0.41 -1.58 4.32  -2.2335
C19 -0.44 1.11 -4.26  -0.8835
C20 5.66 -0.80 2.96  -0.8003
C21 -1.50 -2.19 2.81  1.2143
C22 2.87 -3.44 -1.37  -0.7850
C23 3.58 -0.47 1.99  -0.5979
C24 2.90 -2.05 -1.06  -0.8445
C25 -4.28 3.48 -1.61  -0.4407
C26 -2.92 3.76 -1.64  -0.8790
C27 -3.10 -2.87 0.98  -2.3991
C28 -2.57 2.11 -3.40  -0.7521
C29 1.34 -0.24 -3.36  -0.4142
C30 1.77 1.85 0.09  0.1360
C31 4.75 -1.15 1.92  -0.3464
C32 -3.73 -0.08 0.54  -2.1577
C33 2.48 -1.77 0.20  0.5002
C34 1.81 1.34 -5.10  -0.7681
C35 2.45 -4.18 -0.31  -0.7470
C36 -2.67 -0.46 1.54  0.6606
C37 -0.01 0.10 -3.39  0.4330
C38 -0.97 -0.76 -2.61  -0.9571
C39 3.57 2.70 -1.08  -0.8615
H1 0.21 0.90 4.79  0.4161
H2 0.78 -2.57 4.08  0.6576
H3 4.21 3.35 -1.65  0.5175
H4 -1.18 2.55 1.93  0.6302
H5 -2.39 2.06 0.76  0.0918
H6 -2.27 1.25 -5.21  0.3006
H7 -3.34 0.03 -0.47  0.4148
H8 0.14 2.51 -5.76  0.4981
H9 -3.37 -2.50 0.00  0.5162
H10 0.09 -1.58 5.37  0.3085
H11 6.63 -1.24 3.08  0.4428
H12 2.50 1.81 -5.78  0.4167
H13 4.96 -1.89 1.16  0.5763
H14 3.15 -3.85 -2.32  0.4695
H15 -0.97 -3.76 4.18  0.4775
H16 1.80 3.89 -0.76  0.6365
H17 3.23 -1.30 -1.76  0.9729
H18 -5.84 2.26 -2.45  0.4622
H19 -4.18 0.87 0.81  0.5116
H20 3.28 0.07 -4.19  0.4875
H21 5.61 0.59 4.65  0.5004
H22 2.33 -5.25 -0.27  0.5474
H23 -2.49 4.54 -1.02  0.4846
H24 1.66 -1.02 -2.69  0.6660
H25 1.23 -0.88 4.22  0.3094
H26 -4.93 4.03 -0.94  0.4492
H27 -4.52 -0.82 0.52  0.4879
H28 -4.00 -3.22 1.48  0.3866
H29 -2.01 -0.45 -2.76  0.1080
H30 -0.89 -1.79 -2.94  0.5749
H31 -2.44 -3.72 0.84  0.5442
H32 0.74 1.45 3.22  0.3182
H33 -0.66 -4.15 2.49  0.3841
H34 -0.70 2.15 3.96  0.4782
H35 0.81 1.87 0.57  -0.1025
H36 -2.30 -4.15 3.10  0.4549
H37 -2.88 2.48 2.40  0.3222

ORCA calculation (the ωB97M-V functional and the def2-TZVPD basis) on a 4-piece molecular cluster, C2H14N2O3 overall at a distorted geometry.

Properties
Orbital gap (spin up / spin down) = 10.547 / 5.263 eV
HOMO energy (spin up / spin down) = -14.26 / -14.15 eV
ΔE to the lowest compared entry with this formula, charge and spin = 0.818 eV
2S+1 = 2
Net charge = +1
Strongest force on any atom = 2.705 eV Å⁻¹

Last column: natural (NBO) charge in e.
Element x y z (Å)
O1 0.11 3.46 0.28  -0.9569
O2 -1.38 2.44 -2.63  -0.9285
O3 -2.57 -4.02 -1.70  -0.9446
N1 -0.68 -0.51 1.90  -0.2774
N2 2.44 0.33 0.15  -0.8153
C1 0.57 0.06 1.61  -0.3059
C2 1.26 -0.50 0.37  -0.2475
H1 -2.94 -4.90 -1.86  0.4811
H2 -0.67 3.60 -0.27  0.4886
H3 1.59 -1.53 0.59  0.1942
H4 0.65 -0.43 -0.53  0.2304
H5 0.68 2.74 0.01  0.4742
H6 -1.15 -0.25 2.79  0.4269
H7 -1.95 2.33 -1.86  0.4591
H8 -1.26 1.54 -2.96  0.4705
H9 1.22 -0.10 2.51  0.3142
H10 2.73 0.22 -0.83  0.3919
H11 3.22 0.05 0.73  0.3771
H12 -0.69 -1.54 1.83  0.4100
H13 0.45 1.15 1.59  0.2942
H14 -1.62 -4.13 -1.73  0.4636

ORCA calculation (the ωB97M-V functional and the def2-TZVPD basis) on C9H21Cl18IInO as an isolated structure.

Properties
Orbital gap = 7.227 eV
HOMO energy = -5.38 eV
2S+1 = 1
Net charge = -1
Strongest force on any atom = 0.849 eV Å⁻¹

Last column: Mulliken charge in e.
Element x y z (Å)
I1 -1.13 1.47 2.03  -0.3872
In1 -3.18 1.24 0.08  0.6465
Cl1 -0.29 1.47 -3.56  -0.0573
Cl2 1.10 0.93 5.27  -0.1135
Cl3 1.12 5.25 -4.69  -0.1578
Cl4 -1.68 -2.77 0.84  -0.0035
Cl5 2.19 -3.83 3.77  -0.1593
Cl6 -3.16 0.55 6.50  -0.2036
Cl7 -4.17 -3.86 1.81  -0.1643
Cl8 1.22 -2.01 1.68  -0.0790
Cl9 1.11 2.95 -6.50  -0.1377
Cl10 -3.63 -1.41 4.38  -0.1302
Cl11 4.42 3.53 -0.83  -0.2043
Cl12 4.73 -1.54 -5.72  -0.1616
Cl13 2.77 1.43 0.39  -0.0736
Cl14 2.10 3.16 3.64  -0.1579
Cl15 4.33 1.35 -5.45  -0.1386
Cl16 -1.19 -5.68 3.08  -0.1409
Cl17 -3.14 0.93 -4.22  -0.1327
Cl18 -1.11 -4.77 5.87  -0.1837
O1 -3.58 3.18 -0.51  -0.7868
C1 1.79 -3.63 2.05  -0.1592
C2 3.83 -0.12 -6.28  -0.1857
C3 -3.32 -3.20 0.40  -0.3261
C4 2.33 1.47 4.12  -0.0389
C5 2.88 3.13 -0.04  -0.0740
C6 2.08 4.23 -5.77  -0.1023
C7 -2.05 -4.84 4.37  0.1442
C8 -1.52 1.32 -4.81  -0.3178
C9 -2.42 -0.44 5.23  0.3333
H1 -1.69 -1.09 5.70  0.2115
H2 -1.58 2.26 -5.34  0.2439
H3 -3.84 -2.30 0.08  0.1995
H4 2.47 4.85 -6.56  0.3327
H5 3.29 1.39 4.60  0.3715
H6 0.99 -4.33 1.81  0.0774
H7 -4.63 0.58 0.79  -0.3086
H8 2.81 3.71 0.87  0.1089
H9 -2.25 -3.82 4.04  -0.1816
H10 -3.31 -3.95 -0.37  0.2955
H11 -2.45 0.33 -1.20  -0.2851
H12 -1.95 0.22 4.50  -0.2720
H13 4.02 0.00 -7.34  0.2870
H14 2.07 3.37 -0.72  0.2516
H15 2.87 3.77 -5.19  0.0619
H16 2.78 -0.28 -6.08  0.2030
H17 -2.73 3.65 -0.53  0.2286
H18 -1.22 0.52 -5.48  0.2725
H19 -2.97 -5.38 4.57  0.3328
H20 2.68 -3.83 1.47  0.3154
H21 2.26 0.86 3.23  -0.0930

ORCA calculation (the ωB97M-V functional and the def2-TZVPD basis) on one molecule with the formula C2H3N3OS2 at a distorted geometry.

Properties
Structure (SMILES) = [H]/N=c1/oc(S)nn1S
Orbital gap = 9.470 eV
HOMO energy = -9.00 eV
ΔE to the lowest compared entry with this formula, charge and spin = 1.390 eV
2S+1 = 1
Net charge = 0
Strongest force on any atom = 3.487 eV Å⁻¹

Last column: natural (NBO) charge in e.
Element x y z (Å)
S1 -1.27 -1.54 2.35  0.0983
S2 0.48 2.44 -0.59  0.2344
O1 -0.12 -1.24 -0.10  -0.4532
N1 -0.12 0.91 -0.35  -0.4515
N2 -0.61 0.60 0.90  -0.3051
N3 1.10 -0.62 -1.93  -0.6812
C1 -0.71 -0.63 0.97  0.3248
C2 0.37 -0.28 -0.92  0.6334
H1 1.36 2.58 0.50  0.1173
H2 -1.63 -2.52 1.57  0.1428
H3 1.15 0.31 -2.39  0.3401

ORCA calculation (the ωB97M-V functional and the def2-TZVPD basis) on C22H19N10NiO4SSe as an isolated structure at a distorted geometry.

Properties
Orbital gap (spin up / spin down) = 7.421 / 6.704 eV
HOMO energy (spin up / spin down) = -11.62 / -11.60 eV
ΔE to the lowest compared entry with this formula, charge and spin = 0.569 eV
2S+1 = 3
Net charge = +1
Strongest force on any atom = 2.068 eV Å⁻¹

Last column: natural (NBO) charge in e.
Element x y z (Å)
Se1 5.41 5.37 -0.50  1.0789
Ni1 0.01 -0.04 0.16  1.4936
S1 -6.49 -3.54 -2.43  2.1532
O1 -4.91 2.50 -1.78  -0.3529
O2 -7.81 -3.12 -2.08  -0.9313
O3 -5.83 -4.51 -1.60  -0.9563
O4 -6.25 0.80 -1.81  -0.3640
N1 -2.16 -0.04 -0.20  -0.6025
N2 3.69 5.38 -0.16  -0.6353
N3 -4.20 -0.76 -0.65  -0.2942
N4 0.30 1.98 0.49  -0.5703
N5 0.17 -1.84 -0.34  -0.8783
N6 0.59 -4.20 -0.53  -0.6167
N7 2.37 -5.78 -0.02  -0.3776
N8 5.48 3.62 -0.44  -0.6173
N9 -5.18 1.33 -1.59  0.5253
N10 2.21 0.12 0.25  -0.5327
C1 3.26 4.14 -0.04  0.1628
C2 1.90 3.77 0.22  -0.0911
C3 -2.84 0.97 -0.79  -0.0208
C4 0.45 -2.98 -0.42  0.6609
C5 0.88 4.71 0.42  -0.0730
C6 -5.17 -4.82 -4.46  -0.6281
C7 -0.39 4.26 0.68  -0.2382
C8 2.60 1.40 0.14  0.2315
C9 -0.63 2.89 0.71  0.0759
C10 1.54 -5.03 -0.27  0.4096
C11 4.92 0.75 -0.04  -0.0880
C12 3.95 1.76 -0.04  -0.0910
C13 -6.48 -4.12 -4.17  -0.6295
C14 -5.41 -2.04 -2.37  -0.6582
C15 -2.70 -2.39 0.48  -0.6732
C16 -4.12 0.55 -1.07  0.1382
C17 -3.01 -1.08 -0.12  0.4500
C18 4.50 -0.55 0.14  -0.2230
C19 -5.31 -1.67 -0.90  -0.2510
C20 1.57 2.41 0.27  0.1694
C21 4.27 3.15 -0.19  0.0998
C22 3.13 -0.82 0.25  0.0888
H1 1.13 5.76 0.37  0.2577
H2 -4.98 -5.56 -3.69  0.2437
H3 5.21 -1.36 0.18  0.2520
H4 -4.44 -2.33 -2.78  0.2312
H5 -2.42 -3.11 -0.29  0.2621
H6 -5.22 -5.33 -5.43  0.2355
H7 -1.21 4.95 0.86  0.2510
H8 -4.34 -4.12 -4.49  0.2042
H9 -1.87 -2.30 1.18  0.2518
H10 2.80 -1.85 0.35  0.2260
H11 -7.33 -4.79 -4.24  0.2612
H12 -3.58 -2.78 1.00  0.2497
H13 5.95 1.01 -0.17  0.2556
H14 -6.66 -3.24 -4.79  0.2385
H15 -1.63 2.52 0.93  0.2199
H16 -2.42 1.93 -1.02  0.2399
H17 -5.88 -1.26 -2.96  0.2559
H18 -5.15 -2.59 -0.33  0.2546
H19 -6.25 -1.20 -0.59  0.2661

ORCA calculation (the ωB97M-V functional and the def2-TZVPD basis) on a 2-piece molecular cluster, C3H4O2S overall at a distorted geometry.

Properties
Orbital gap (spin up / spin down) = 8.094 / 8.501 eV
HOMO energy (spin up / spin down) = -9.54 / -9.90 eV
ΔE to the lowest compared entry with this formula, charge and spin = 7.925 eV
2S+1 = 1
Net charge = 0
Strongest force on any atom = 2.931 eV Å⁻¹

Last column: natural (NBO) charge in e.
Element x y z (Å)
S1 0.06 0.03 -2.09  1.9421
O1 -0.18 -0.07 -3.53  -0.8308
O2 1.39 0.34 -1.68  -0.8613
C1 0.24 0.31 1.17  -0.0068
C2 0.25 -0.58 2.09  -0.5277
C3 -1.06 0.71 -1.06  -0.5961
H1 -2.00 0.25 -0.67  0.2295
H2 0.96 0.97 0.79  0.1891
H3 1.03 -0.75 2.81  0.2379
H4 -0.67 -1.21 2.16  0.2240